{
  "formula": "C42H64BFMoN6Si",
  "method": "ωB97M-V/def2-TZVPD",
  "symbols": ["Mo", "C", "Si", "C", "C", "N", "C", "C", "C", "C", "C", "C", "F", "H", "H", "H", "H", "H", "H", "H", "H", "H", "H", "H", "H", "H", "C", "N", "C", "C", "N", "H", "H", "H", "H", "H", "H", "C", "C", "C", "C", "C", "C", "C", "C", "C", "C", "C", "C", "N", "B", "N", "C", "C", "C", "C", "C", "C", "C", "C", "C", "C", "C", "C", "C", "C", "H", "H", "H", "H", "H", "H", "H", "H", "H", "H", "H", "H", "H", "H", "H", "H", "H", "H", "H", "H", "H", "H", "H", "H", "H", "H", "H", "H", "H", "H", "H", "H", "H", "H", "H", "H", "C", "C", "C", "C", "N", "H", "H", "H", "H", "H", "H", "H", "H", "H"],
  "coordinates": [[-0.590, -0.460, 0.721], [-4.262, 0.117, 1.715], [-3.389, -1.553, 1.246], [-2.305, -1.982, 2.691], [-4.602, -2.937, 0.956], [-2.256, -1.349, -0.046], [-2.559, -1.649, -1.386], [-1.618, -2.386, -2.180], [-1.877, -2.624, -3.539], [-2.986, -2.043, -4.191], [-3.896, -1.311, -3.392], [-3.691, -1.083, -2.094], [-4.606, -0.324, -1.402], [-4.644, 0.604, 0.845], [-3.541, 0.804, 2.110], [-5.069, -0.034, 2.453], [-2.758, -2.709, 3.369], [-2.344, -1.055, 3.266], [-0.299, -1.810, 3.014], [-4.248, -3.704, 1.607], [-4.589, -3.276, -0.058], [-5.637, -2.713, 1.369], [-0.802, -2.841, -1.681], [-1.199, -3.250, -4.119], [-3.144, -2.143, -5.256], [-4.831, -0.896, -3.839], [-1.445, 1.589, 4.094], [-1.641, 2.525, 3.045], [-2.013, 3.879, 3.444], [-1.403, 2.298, 1.750], [-0.771, 1.158, 1.470], [-2.484, 1.428, 4.534], [-0.829, 2.030, 4.849], [-1.074, 0.646, 3.675], [-2.733, 3.950, 4.252], [-2.353, 4.333, 2.552], [-1.089, 4.392, 3.745], [4.518, -1.328, 2.121], [3.075, -0.943, 2.448], [2.549, -1.623, 3.674], [2.729, 0.593, 2.479], [2.788, 1.218, 3.695], [2.518, 2.567, 3.857], [2.227, 3.299, 2.685], [2.089, 2.720, 1.485], [1.892, 3.655, 0.242], [3.062, 4.570, -0.061], [0.715, 4.516, 0.591], [2.302, 1.324, 1.327], [2.281, 0.774, 0.013], [1.154, 0.180, -0.579], [1.338, 0.478, -1.980], [2.567, 1.024, -2.170], [3.171, 1.230, -0.999], [0.535, 0.321, -3.144], [0.906, -0.537, -4.172], [0.191, -0.441, -5.404], [-0.854, 0.465, -5.533], [-1.181, 1.340, -4.523], [-0.505, 1.277, -3.351], [-0.777, 2.270, -2.345], [-0.444, 3.756, -2.829], [-2.248, 2.143, -1.871], [1.992, -1.599, -4.245], [2.141, -2.320, -2.923], [3.368, -1.132, -4.742], [4.581, -2.436, 2.132], [5.269, -0.931, 2.763], [4.748, -1.014, 1.100], [2.483, -1.297, 1.515], [3.191, -1.481, 4.557], [2.497, -2.709, 3.452], [1.495, -1.368, 3.904], [2.917, 0.702, 4.611], [2.659, 2.992, 4.830], [2.212, 4.347, 2.822], [1.685, 3.178, -0.702], [3.393, 5.097, 0.898], [2.813, 5.228, -0.820], [3.974, 4.166, -0.553], [0.890, 4.976, 1.572], [-0.221, 3.956, 0.706], [0.527, 5.351, -0.065], [3.059, 1.189, -3.195], [4.070, 1.775, -0.700], [0.300, -1.168, -6.170], [-1.532, 0.313, -6.348], [-2.157, 1.818, -4.537], [-0.199, 2.176, -1.424], [-0.680, 3.853, -3.876], [0.620, 3.877, -2.804], [-0.877, 4.556, -2.271], [-2.905, 2.247, -2.719], [-2.445, 2.937, -1.164], [-2.440, 1.117, -1.439], [1.648, -2.281, -4.999], [2.785, -1.639, -2.303], [2.569, -3.369, -2.945], [1.193, -2.444, -2.491], [3.716, -0.406, -4.015], [3.294, -0.581, -5.691], [4.052, -1.906, -4.835], [0.887, -3.624, 1.150], [-0.355, -3.643, 2.087], [-0.133, -4.210, 3.471], [-1.436, -4.494, 1.370], [-0.858, -2.205, 2.237], [1.365, -4.631, 0.962], [1.617, -2.834, 1.394], [0.480, -3.448, 0.149], [0.417, -5.123, 3.431], [-1.008, -4.440, 4.105], [0.522, -3.458, 3.908], [-1.213, -5.543, 1.397], [-1.599, -4.099, 0.333], [-2.393, -4.490, 1.877]],
  "forces_ev_per_angstrom": [[-0.0302, 0.6175, 0.0654], [0.1677, -1.6159, 0.2956], [-1.4705, 1.2987, -0.5213], [0.7460, 0.1682, 0.0844], [-1.2313, 1.0418, 1.1716], [-0.1217, -0.4853, -0.4047], [0.5560, 0.9202, -1.2163], [-2.7609, 0.7262, -0.1820], [-0.3795, 0.5482, -0.5049], [0.4351, -0.1366, 1.7376], [-1.0249, -0.0483, -3.0035], [1.3620, -0.6455, 2.8329], [0.6429, -0.5916, -0.2686], [-0.5050, 0.1446, -0.6686], [0.5060, 0.3598, 0.4703], [0.2347, 0.0857, -0.2458], [0.4313, -0.4604, -0.1041], [0.5072, 0.0455, 0.1819], [-0.1873, -0.4230, -0.5704], [0.2547, -0.9610, 0.2513], [-0.3530, -0.2884, -0.6440], [1.0749, -0.0802, -0.9621], [0.7272, -0.2663, 0.3535], [-0.0206, 0.2346, 0.1617], [-0.0491, -0.1563, 0.0940], [0.9346, -0.2552, 0.3043], [-1.9952, -0.7684, 0.4835], [-0.2994, 0.5805, -1.0880], [1.1768, -0.4470, 0.0756], [0.6150, -0.0872, 0.4188], [-0.6250, -0.6660, -0.5884], [1.2570, -0.1900, -0.1276], [0.6694, -0.0829, 0.6058], [0.1500, 0.3510, 0.4043], [-0.2325, -0.3269, 0.0502], [-0.5749, 0.7248, -0.7297], [-0.2015, 0.0784, 0.1714], [-0.7339, -0.7214, -0.9069], [-1.4529, 1.3682, -2.3625], [-0.5813, -1.4375, 0.2426], [0.0294, -1.4386, -1.7099], [-0.8233, 1.3736, 0.7974], [0.2087, -0.4792, -1.8442], [0.6747, -0.1078, 3.3098], [0.6511, -1.1471, -3.4420], [-0.1050, -0.1372, 0.6512], [2.2472, -0.5955, 2.1522], [-1.1104, 0.7264, 0.9155], [1.4844, 0.3101, 1.3998], [1.3469, 0.3368, 0.6423], [-1.8939, 0.0368, -0.4474], [-0.6944, -1.4722, -0.6792], [2.5025, 0.8808, -2.1851], [0.1031, 0.4585, 1.6753], [-0.1382, 0.6858, -0.6554], [-0.2405, -0.0198, -2.2026], [-0.7161, 1.1243, 1.8092], [0.2429, -1.0808, -0.1704], [-1.2995, -1.0543, -0.6316], [2.3440, -1.1289, 0.4615], [-1.3173, 2.9295, 2.3075], [0.0518, -2.0289, -0.5424], [0.5183, -0.7669, -0.0035], [0.4397, -0.3395, 0.3085], [2.0595, -0.3809, 0.3101], [-1.8122, 2.4959, 0.0791], [0.1015, 0.5260, 0.0561], [0.4694, 0.4065, 0.7802], [0.0548, 0.0456, 0.0777], [0.8018, 0.4484, 1.5507], [-0.3436, -0.0111, -0.2367], [0.3639, 0.3813, 0.3633], [0.6518, 0.3358, 0.0708], [0.5697, -0.8440, 0.4937], [-0.1858, 0.4906, 0.2191], [-0.2966, 1.0349, -0.1982], [-0.2229, -0.9099, 0.0664], [-0.3594, -0.3385, -1.4225], [-1.1069, 1.9384, -1.0896], [-0.3824, -0.7010, 0.8491], [-0.1162, 0.0821, -0.2012], [0.2634, -0.0481, -0.1939], [0.1177, 0.1683, -0.6282], [-1.2928, -0.0636, 1.8179], [-0.2833, -0.4252, -0.4309], [0.4744, -0.5123, -0.5308], [-0.1330, 0.3379, -0.6380], [0.4348, 0.5701, -0.3426], [0.1183, -0.4380, -0.2579], [-0.4715, 0.1893, -0.3932], [0.8293, 0.1009, 0.1953], [-0.5722, 0.2855, 0.6164], [-0.4758, 0.1399, -0.2332], [-0.2513, -0.0798, 0.3877], [0.2696, 1.1993, -0.1747], [-0.3852, -0.5775, -0.3191], [-0.6064, -1.0310, -0.0232], [-0.0435, 1.3113, -0.3588], [-1.2891, 0.0567, 0.9202], [0.5287, -0.0994, 0.0476], [-0.0437, -0.3091, 0.1283], [1.2272, -1.6090, -0.1169], [-0.2887, -0.6332, -0.2401], [-1.6101, -0.6302, -1.0085], [0.5469, 0.6958, 0.2860], [-0.2487, 1.2759, -0.5829], [0.0433, 0.1796, 1.3467], [-0.3447, 0.9530, 0.9566], [-0.2685, -0.6822, -0.0880], [0.1295, 0.5773, 0.0066], [0.5407, -0.7375, -0.2013], [0.0965, 0.6256, -0.5106], [-0.0371, -0.3240, 0.8979], [0.7442, -0.5198, -0.4161], [0.0870, -0.6322, 0.7851], [-0.1768, 0.4673, 0.2547]],
  "lowdin_spin": [1.752, 0.000, 0.013, 0.009, 0.003, 0.050, 0.017, 0.007, 0.000, 0.004, 0.001, 0.003, 0.001, 0.000, -0.001, 0.000, 0.002, 0.001, 0.007, 0.000, 0.000, 0.000, 0.002, 0.000, 0.000, 0.000, -0.004, -0.004, -0.001, -0.022, -0.060, 0.000, 0.000, -0.001, 0.000, -0.001, 0.000, 0.001, 0.008, 0.001, 0.006, 0.000, 0.002, 0.000, 0.003, 0.000, 0.000, 0.001, 0.005, 0.011, 0.053, 0.013, 0.004, 0.002, 0.004, 0.000, 0.000, 0.000, 0.000, 0.002, 0.005, 0.000, 0.006, 0.000, 0.000, 0.000, 0.000, 0.000, 0.000, 0.010, 0.000, 0.000, 0.001, 0.000, 0.000, 0.000, 0.000, 0.000, 0.000, 0.000, 0.000, 0.000, 0.000, 0.001, 0.000, 0.000, 0.000, 0.000, 0.004, 0.000, 0.000, 0.000, 0.000, -0.001, 0.005, 0.000, 0.000, 0.000, 0.000, 0.000, 0.000, 0.000, 0.015, 0.006, 0.001, 0.001, 0.037, 0.001, 0.007, 0.003, 0.000, 0.000, 0.000, 0.000, 0.001, 0.000],
  "multiplicity": 3,
  "s_squared": 2.0444,
  "lumo_energy_ev": [0.303, 0.453],
  "energy_ha": -2449.65578,
  "homo_ev": [-6.58, -7.10]
}